# C10H36BF4N2O7

A 8-piece molecular cluster, C10H36BF4N2O7 overall in a non-equilibrium geometry (ωB97M-V with the def2-TZVPD basis set, the Open Molecules 2025 dataset).

Values from the calculation:
2S+1	1
electronic energy	-39820.351	eV
Kohn-Sham gap	9.15	eV
net charge	-1
HOMO energy	-6.42	eV
max |F|	3.28	eV/A

Structure (XYZ):
```
60
Properties=species:S:1:pos:R:3:lowdin_charge:R:1
B 2.6535 -18.4942 -4.9927 -1.378
F 1.3858 -18.4420 -5.5059 0.161
F 2.8528 -19.7504 -4.5977 0.196
F 3.6813 -18.1719 -5.8760 0.127
F 2.8002 -17.6760 -3.8610 0.122
C 0.6724 -17.3651 -10.0010 -0.120
C 1.3092 -17.1433 -8.6969 -0.363
O 1.2864 -18.4116 -8.0903 -0.056
H -0.3275 -17.7577 -9.8161 0.080
H 1.2924 -18.0179 -10.6155 0.078
H 0.5160 -16.4158 -10.5134 0.071
H 0.7519 -16.3236 -8.2436 0.112
H 2.3222 -16.7610 -8.8220 0.107
H 1.4029 -18.3578 -7.1389 0.028
O 4.3162 -21.4630 -6.1943 -0.053
H 3.7070 -21.4830 -6.9324 0.030
H 4.0169 -20.7302 -5.6560 -0.013
O -0.4612 -19.6148 -3.7567 -0.066
H 0.0772 -19.7891 -2.9847 -0.021
H 0.1130 -19.1227 -4.3436 -0.011
O 5.8100 -17.7648 -7.2351 -0.062
H 5.0906 -17.9476 -6.6306 -0.029
H 5.3824 -17.4248 -8.0211 0.019
O 1.5607 -19.6679 -1.8769 -0.035
H 2.0113 -20.4138 -1.4810 0.054
H 2.1913 -19.3108 -2.5021 0.009
C 6.2711 -18.9772 -4.0215 -0.051
C 5.7799 -19.3691 -2.6459 -0.408
C 6.9384 -19.9252 -1.8113 -0.231
O 7.4099 -21.0146 -2.4992 -0.192
C 8.8316 -21.1960 -2.6338 -0.086
N 5.1893 -18.1359 -2.0737 0.037
H 5.4773 -18.6834 -4.7082 0.050
H 6.7087 -19.8143 -4.5653 0.089
H 6.9494 -18.1247 -3.9872 0.091
H 4.8950 -19.9858 -2.8033 0.127
H 6.6341 -20.2192 -0.8068 0.119
H 7.6508 -19.1015 -1.7660 0.124
H 9.3889 -20.4583 -3.2111 0.084
H 8.9683 -22.1677 -3.1082 0.083
H 9.3034 -21.2831 -1.6550 0.076
H 4.4183 -17.8591 -2.6645 0.038
H 4.8068 -18.2822 -1.1504 0.059
C 0.7753 -9.9682 -3.8782 -0.089
C 1.0043 -10.9589 -4.9883 -0.406
C 0.6612 -12.4824 -4.5495 -0.164
O 1.4208 -13.4145 -5.3626 -0.205
C 1.5784 -14.7043 -4.7230 -0.091
N 0.0625 -10.5493 -6.0500 0.006
H 1.5147 -10.0357 -3.0802 0.075
H -0.2034 -10.2861 -3.5187 0.074
H 0.6379 -8.9152 -4.1238 0.075
H 1.9921 -10.9527 -5.4490 0.133
H -0.4082 -12.6903 -4.5870 0.118
H 1.0509 -12.5932 -3.5376 0.105
H 2.0107 -14.6258 -3.7255 0.084
H 2.3225 -15.3022 -5.2493 0.081
H 0.6638 -15.2960 -4.6842 0.091
H -0.8870 -10.5807 -5.7070 0.059
H 0.1868 -11.2977 -6.7168 0.063
```

---

# C26H32Cl2O2S2Y

C26H32Cl2O2S2Y as an isolated structure (ωB97M-V with the def2-TZVPD basis set, the Open Molecules 2025 dataset).

Values from the calculation:
energy above the lowest of the compared OMol25 structures with the same formula, charge and spin	0.0	kcal per mole
2S+1	1
electronic energy	-79312.902	eV
Kohn-Sham gap	8.21	eV
net charge	+3
HOMO energy	-17.26	eV
max |F|	0.56	eV/A

Structure (XYZ):
```
65
Properties=species:S:1:pos:R:3:lowdin_charge:R:1
Y 1.0660 -0.7355 0.7763 1.372
C 4.0249 -1.8109 3.3468 -0.018
C 3.6354 -1.6928 1.9056 -0.291
C 3.9549 -0.5421 1.1717 -0.039
C 3.6985 -0.4455 -0.2022 -0.289
C 4.1084 0.7671 -0.9821 0.000
C 3.0498 -1.5260 -0.8255 -0.068
C 2.7203 -2.7024 -0.1299 -0.307
C 2.0805 -3.8659 -0.8343 -0.003
C 2.9830 -2.7482 1.2478 -0.039
H 5.0006 -2.3000 3.4054 0.122
H 3.3264 -2.4265 3.9113 0.082
H 4.1361 -0.8343 3.8176 0.091
H 4.4409 0.2861 1.6754 0.143
H 4.0221 1.6784 -0.3916 0.101
H 3.5320 0.8699 -1.8999 0.077
H 5.1581 0.6641 -1.2673 0.121
H 2.8184 -1.4621 -1.8848 0.141
H 2.8617 -4.5476 -1.1780 0.119
H 1.5232 -3.5480 -1.7153 0.088
H 1.4234 -4.4274 -0.1722 0.098
H 2.7044 -3.6354 1.8070 0.150
Cl 0.5550 -1.3667 3.5802 0.670
C 1.0525 0.2506 4.1378 -0.793
Cl 1.5257 1.3008 2.7486 0.644
H 1.9222 0.1467 4.7760 0.052
H 0.2048 0.7223 4.6214 0.055
O -0.7196 -1.8442 0.5230 -0.667
S -2.2322 -2.0758 0.8214 1.137
C -3.0075 -1.7269 -0.7658 -0.279
C -2.7912 -0.3187 -1.3346 -0.196
C -2.2021 -0.2820 -2.7432 -0.194
C -0.7096 -0.5456 -2.8724 -0.286
S 0.4670 0.7404 -2.3559 1.108
O 0.5600 0.6027 -0.7987 -0.656
C -0.3668 2.2522 -2.6752 -0.419
C -0.1258 2.7899 -3.9362 -0.063
C -0.7909 3.9523 -4.3001 -0.024
C -1.6477 4.5672 -3.3989 -0.018
C -1.8527 4.0309 -2.1307 -0.033
C -1.2186 2.8588 -1.7586 -0.072
C -2.7313 -0.6778 1.7872 -0.406
C -1.9749 0.4837 1.8831 -0.140
C -2.4640 1.5633 2.6003 -0.045
C -3.7066 1.4712 3.2198 -0.019
C -4.4470 0.3009 3.1383 -0.015
C -3.9596 -0.7889 2.4275 -0.046
H -4.0625 -1.9428 -0.5748 0.116
H -2.6507 -2.5353 -1.4102 0.111
H -2.1855 0.2801 -0.6532 0.071
H -3.7608 0.1784 -1.3671 0.138
H -2.4244 0.6875 -3.1929 0.121
H -2.7069 -1.0141 -3.3788 0.139
H -0.4410 -0.6881 -3.9233 0.114
H -0.3728 -1.4459 -2.3458 0.087
H 0.5713 2.3215 -4.6209 0.123
H -0.6235 4.3851 -5.2764 0.130
H -2.1520 5.4820 -3.6797 0.129
H -2.5091 4.5350 -1.4347 0.123
H -1.3650 2.4397 -0.7715 0.100
H -1.0097 0.5860 1.3857 0.034
H -1.8838 2.4742 2.6737 0.122
H -4.0950 2.3137 3.7759 0.130
H -5.4040 0.2288 3.6363 0.133
H -4.5327 -1.7077 2.3818 0.131
```

---

# C2H12O3S2

A 4-piece molecular cluster, C2H12O3S2 overall (ωB97M-V with the def2-TZVPD basis set, the Open Molecules 2025 dataset).

Values from the calculation:
energy above the lowest of the compared OMol25 structures with the same formula, charge and spin	18.3	kcal per mole
2S+1	1
electronic energy	-30081.435	eV
SMILES string	CSSC.O.O.O
Kohn-Sham gap	8.54	eV
HOMO energy	-8.17	eV
max |F|	0.92	eV/A

Structure (XYZ):
```
19
Properties=species:S:1:pos:R:3:lowdin_charge:R:1
C 0.6224 1.2676 1.2238 -0.477
S -0.6131 0.0094 1.6619 0.473
S -0.7529 -0.7543 -0.2957 0.511
C -2.1004 -1.9412 -0.1165 -0.452
H 0.2424 1.6321 0.2766 -0.004
H 0.6295 2.0568 1.9684 0.040
H 1.5978 0.8254 1.0407 0.027
H -3.0215 -1.3650 -0.1802 0.029
H -2.0613 -2.6057 -0.9777 0.033
H -2.0288 -2.5112 0.8051 0.032
O -2.0756 2.6428 0.1129 -0.074
H -2.8143 3.2522 0.2362 0.043
H -1.6417 2.5445 0.9575 -0.015
O 2.5070 0.6735 -1.7118 -0.061
H 3.3744 0.4114 -1.9993 0.026
H 2.2611 -0.0419 -1.1290 -0.038
O 2.2686 -1.9560 -0.4267 -0.093
H 2.2428 -2.2793 -1.3379 0.054
H 1.3637 -1.8609 -0.1083 -0.055
```

---

# C28H47BBr2CoNO8Si

C28H47BBr2CoNO8Si as an isolated structure in a non-equilibrium geometry (ωB97M-V with the def2-TZVPD basis set, the Open Molecules 2025 dataset).

Values from the calculation:
energy above the lowest of the compared OMol25 structures with the same formula, charge and spin	0.0	kcal per mole
2S+1	4
electronic energy	-233945.830	eV
Kohn-Sham gap (spin up / spin down)	5.47 / 7.12	eV
net charge	-1
HOMO energy (spin up / spin down)	-2.97 / -4.62	eV
max |F|	2.79	eV/A

Structure (XYZ):
```
89
Properties=species:S:1:pos:R:3:lowdin_spin:R:1
Co -0.0413 1.7318 -0.6988 2.545
Br 0.2278 6.6184 -0.8087 0.004
C 1.6509 5.3710 -0.8861 0.019
C 2.9672 5.8173 -0.9307 -0.001
C 3.9970 4.9048 -0.9973 0.023
Br 5.7825 5.5784 -1.1203 0.003
C 3.7761 3.5125 -0.9824 0.000
C 4.7569 2.5069 -1.0327 0.025
C 4.3580 1.1854 -0.9854 0.000
C 3.0151 0.8596 -0.8580 0.032
N 2.0628 1.7848 -0.7979 0.032
C 2.4231 3.0890 -0.8979 0.003
C 1.3278 4.0116 -0.9109 0.008
O 0.1250 3.5463 -0.9393 0.048
H 3.1851 6.8752 -0.9258 0.000
H 5.8026 2.7684 -1.1098 0.002
H 5.0990 0.3977 -1.0319 0.000
H 2.6710 -0.1659 -0.7958 0.002
C -3.2439 2.3025 -1.1795 0.004
O -2.1427 1.9062 -1.9819 0.025
H -3.4430 1.5870 -0.3771 0.001
H -4.1470 2.4193 -1.7900 0.000
H -2.9862 3.2613 -0.7309 0.001
H -2.1292 0.9472 -2.0634 0.000
C -2.7885 -2.0092 -2.5415 0.000
C -2.5035 -2.5138 -1.1199 0.000
C -3.0594 -1.5412 -0.0787 0.000
C -3.1528 -3.8862 -0.9408 0.000
O -1.1105 -2.6957 -0.9078 0.002
Si 0.1333 -1.6230 -1.1919 0.012
O -0.2936 -0.1160 -1.0331 0.076
O 0.6921 -1.8391 -2.7300 0.002
C 1.0963 -2.9813 -3.4650 0.000
C -0.1372 -3.6350 -4.0960 0.000
C 1.8281 -4.0210 -2.6113 0.000
C 2.0338 -2.4745 -4.5608 0.000
O 1.3717 -2.1402 -0.2469 0.001
C 1.4599 -2.4536 1.1326 0.000
C 0.9635 -3.8858 1.3499 0.000
C 2.9381 -2.3476 1.5070 0.000
C 0.6377 -1.4675 1.9588 0.002
H -3.8098 -1.6335 -2.6241 0.000
H -2.6512 -2.8115 -3.2687 0.000
H -2.0791 -1.2208 -2.7883 0.000
H -4.1274 -1.3681 -0.2332 0.000
H -2.5174 -0.5979 -0.1300 0.000
H -2.9143 -1.9535 0.9234 0.000
H -4.2306 -3.8148 -1.1003 0.000
H -2.9636 -4.2639 0.0654 0.000
H -2.7346 -4.5956 -1.6582 0.000
H -0.8303 -3.9228 -3.3044 0.000
H 0.1516 -4.5235 -4.6617 0.000
H -0.6371 -2.9319 -4.7647 0.000
H 1.1449 -4.4453 -1.8741 0.000
H 2.6514 -3.5482 -2.0776 0.000
H 2.2132 -4.8196 -3.2484 0.000
H 1.5304 -1.7086 -5.1524 0.000
H 2.3389 -3.2934 -5.2152 0.000
H 2.9187 -2.0270 -4.1051 0.000
H 1.6138 -4.5869 0.8220 0.000
H -0.0455 -3.9803 0.9473 0.000
H 0.9590 -4.1374 2.4125 0.000
H 3.5302 -2.9992 0.8612 0.000
H 3.0942 -2.6415 2.5465 0.000
H 3.2814 -1.3203 1.3711 0.000
H -0.4272 -1.6005 1.7582 0.000
H 0.8929 -0.4471 1.6652 0.003
H 0.8244 -1.6057 3.0255 0.000
C -3.3622 1.6815 3.0835 0.001
C -1.8490 1.4722 3.1696 0.007
C -1.5571 0.4449 4.2582 0.001
O -1.4259 0.9469 1.9062 0.017
B -0.7262 1.9075 1.1759 0.077
O -0.5754 3.0426 1.9611 0.013
C -1.0355 2.8063 3.2966 0.006
C -1.8486 4.0117 3.7521 0.001
C 0.2121 2.6768 4.1739 0.001
H -3.8197 0.7265 2.8198 0.000
H -3.6060 2.4019 2.3024 0.000
H -3.7773 2.0202 4.0350 0.000
H -2.1860 -0.4322 4.0962 0.000
H -1.7768 0.8531 5.2473 0.000
H -0.5171 0.1270 4.2246 0.000
H -2.6358 4.2463 3.0377 0.000
H -1.1852 4.8749 3.8142 0.000
H -2.2915 3.8345 4.7352 0.000
H 0.8358 1.8573 3.8160 0.000
H -0.0410 2.5137 5.2234 0.000
H 0.7876 3.5987 4.0871 0.000
```